A structure of composition C16H25ClN2OOs. Source: OMol25; level of theory: ωB97M-V/def2-TZVPD.

Atoms and positions in Å:
C: 0.2361 0.7749 -6.6736
C: 1.6136 1.2583 -6.4884
C: -0.0091 -0.6458 -6.9518
C: -0.8958 1.7091 -6.5915
Cl: -0.0387 0.2329 -3.1194
H: -0.0041 -0.8017 -8.0506
H: -0.9797 -0.9756 -6.5677
H: 0.7597 -1.2924 -6.5144
H: 2.0349 1.5556 -7.4729
H: 2.2658 0.4756 -6.0726
H: 1.6612 2.1367 -5.8267
H: -1.1126 2.1080 -7.6044
H: -0.6897 2.5633 -5.9328
H: -1.8050 1.2131 -6.2290
C: 1.2313 -1.1857 0.6824
C: 0.7971 -2.2620 -0.1864
C: 1.2322 -1.9486 -1.5112
H: 0.3034 -3.1644 0.1278
C: 1.9436 -0.6823 -1.4614
C: 1.9093 -0.2103 -0.1182
H: 2.2933 0.7362 0.2382
H: 1.1080 -1.1568 1.7628
H: 1.0181 -2.5213 -2.4034
H: 2.3168 -0.1310 -2.3161
C: -1.6976 0.8764 0.0640
C: -1.7329 -0.3524 0.7924
C: -2.0616 -1.4051 -0.1193
H: -1.5706 -0.4703 1.8694
C: -2.2998 -0.8283 -1.3952
C: -2.0566 0.5907 -1.2820
H: -2.0750 1.3082 -2.0963
H: -1.4148 1.8486 0.4623
H: -2.1584 -2.4529 0.1446
H: -2.5054 -1.3555 -2.3282
Os: -0.2820 -0.5086 -0.7937
C: -0.1499 1.8607 4.2537
N: 1.1253 2.1897 3.6772
C: 1.2549 2.6794 2.4073
N: 2.5895 2.9073 2.0653
O: 0.3338 2.8470 1.6083
H: -0.3322 0.7731 4.2238
H: -0.9583 2.3649 3.6959
H: -0.1667 2.1840 5.3030
H: 1.9640 2.1005 4.2483
H: 2.6953 3.4809 1.2500
H: 3.2139 3.1583 2.8365

Results
Total charge: +2
Electronic energy (eV): -36993.54496
Expectation value of S²: 6.02
Spin multiplicity: 5
E_HOMO (spin up / spin down) (Eh): -0.367 / -0.557
LUMO energy (spin up / spin down) (eV): -6.24 / -12.19

A structure of composition C16H25CrN15O4. Source: OMol25; level of theory: ωB97M-V/def2-TZVPD.

Atoms and positions in Å:
Cr: -0.1429 0.5438 0.5174
O: -1.5796 4.1146 1.2927
C: -1.2987 2.9423 1.1863
O: -0.3583 2.4505 0.4279
C: -2.0801 1.8371 1.9737
O: -2.9828 2.1075 2.7312
O: -1.7094 0.6290 1.6396
N: 2.9871 1.8130 1.1846
C: 2.3242 1.2274 2.2398
N: 2.8227 1.1619 3.4602
N: 1.8502 0.5634 4.1775
N: 0.8491 0.2679 3.4296
N: 1.1086 0.6823 2.1661
C: 2.7662 1.4215 -0.1159
N: 3.6340 1.6358 -1.0908
N: 3.0436 1.1045 -2.1748
N: 1.8921 0.6218 -1.8699
N: 1.6743 0.7912 -0.5442
H: 3.9196 2.1321 1.3868
C: -1.1063 -2.0265 3.2532
N: 0.1590 -2.4169 2.6733
C: 1.2288 -2.9843 3.4713
C: 2.2099 -3.4861 2.3987
N: 1.6928 -2.9076 1.1618
C: 2.6050 -2.4859 0.1190
C: 0.5189 -2.2483 1.4023
N: -0.1608 -1.5367 0.5225
C: -0.5427 -2.1714 -0.7339
C: -0.5107 -1.1546 -1.8602
N: -1.0922 0.0911 -1.3630
C: -1.5448 0.9770 -2.2041
N: -1.3126 1.1053 -3.5585
C: -0.0978 0.7197 -4.2622
C: -1.8271 2.4009 -3.9927
C: -2.8841 2.7149 -2.9534
N: -2.4410 1.9319 -1.8205
C: -3.4087 1.6996 -0.7678
H: -1.6160 -2.9137 3.6405
H: -1.7024 -1.5348 2.4904
H: -0.9349 -1.3042 4.0490
H: 0.8475 -3.7918 4.0981
H: 1.6584 -2.2096 4.1114
H: 2.2335 -4.5774 2.3367
H: 3.2258 -3.1314 2.5789
H: 3.4551 -1.9458 0.5472
H: 2.0905 -1.8088 -0.5578
H: 2.9778 -3.3455 -0.4415
H: -1.5627 -2.5654 -0.6282
H: 0.1053 -3.0178 -0.9943
H: -1.0835 -1.5382 -2.7124
H: 0.5237 -1.0021 -2.1711
H: 0.7273 1.3977 -4.0393
H: -0.3228 0.7526 -5.3302
H: 0.2181 -0.2820 -4.0087
H: -2.2198 2.3438 -5.0084
H: -1.0177 3.1401 -3.9719
H: -3.8784 2.3745 -3.2746
H: -2.9440 3.7755 -2.7088
H: -4.3789 1.4437 -1.2131
H: -3.5290 2.5922 -0.1547
H: -3.0781 0.8789 -0.1406

Results
Total charge: -1
Electronic energy (eV): -75965.73705
Expectation value of S²: 3.77
Spin multiplicity: 4
E_HOMO (spin up / spin down) (Eh): -0.194 / -0.196
Energy above the lowest of the compared OMol25 structures with the same formula, charge and spin (eV): 0.000
LUMO energy (spin up / spin down) (eV): 2.57 / 2.57

A structure of composition C16H25CuN8O2. Source: OMol25; level of theory: ωB97M-V/def2-TZVPD.

Atoms and positions in Å:
Cu: -1.8498 0.0533 -1.5425
O: 3.0702 -2.9514 2.5314
C: 1.8849 -3.1982 3.2486
N: 0.8337 -2.8015 2.3777
C: -0.4787 -2.9401 2.7588
O: -0.8119 -3.3706 3.8579
C: -1.5108 -2.5797 1.7595
C: -2.7782 -3.1619 1.8362
C: -3.7499 -2.8196 0.8983
C: -3.4206 -1.8970 -0.0821
N: -2.2105 -1.3028 -0.1775
C: -1.2852 -1.6520 0.7514
H: 3.7984 -3.1922 3.1288
H: 1.8562 -2.6004 4.1643
H: 1.7959 -4.2633 3.4817
H: 1.1077 -2.6337 1.4220
H: -3.0069 -3.8794 2.6208
H: -4.7398 -3.2611 0.9337
H: -4.1442 -1.5990 -0.8360
H: -0.3414 -1.1239 0.6556
C: -4.2641 4.4077 0.6703
N: -3.4261 3.2372 0.5732
C: -2.6267 2.6822 1.5862
C: -2.0086 1.5786 1.0418
N: -2.4271 1.4565 -0.3011
C: -3.2405 2.4150 -0.5563
H: -4.2017 4.8426 1.6908
H: -5.3186 4.1311 0.4618
H: -3.9302 5.1688 -0.0653
H: -2.5226 3.0560 2.5960
H: -1.3203 0.9127 1.5437
H: -3.7171 2.5647 -1.5166
C: 3.5793 2.1668 -3.1103
C: 4.0854 0.8889 -2.4424
C: 3.8970 -0.3355 -3.3373
C: 3.5448 0.6906 -1.0128
N: 2.1380 0.4901 -0.7736
C: 1.0671 0.4294 -1.6030
N: -0.0145 0.2269 -0.8851
N: 0.4078 0.1622 0.4176
N: 1.7208 0.3219 0.4964
H: 4.1248 2.3500 -4.0428
H: 3.7369 3.0334 -2.4598
H: 2.5170 2.1187 -3.3596
H: 5.1716 1.0165 -2.3291
H: 2.8506 -0.5089 -3.5979
H: 4.2792 -1.2371 -2.8471
H: 4.4497 -0.2096 -4.2749
H: 3.8292 1.5636 -0.4104
H: 4.0503 -0.1771 -0.5683
H: 1.0944 0.5303 -2.6754
H: -1.5447 1.2002 -2.6969

Results
Total charge: +1
Electronic energy (eV): -77644.34263
Expectation value of S²: 0.75
Spin multiplicity: 2
E_HOMO (spin up / spin down) (Eh): -0.428 / -0.441
LUMO energy (spin up / spin down) (eV): -2.53 / -3.79

A cluster of 2 separate species, C16H25F3N3O9P2 in total. Source: OMol25; level of theory: ωB97M-V/def2-TZVPD.

Atoms and positions in Å:
N: 0.8656 -3.7412 3.3037
C: 0.4714 -3.2948 2.3122
O: -0.1230 -2.9260 1.2282
C: -1.3510 -2.0754 1.3421
O: -1.1477 -0.7566 1.3496
P: -1.4360 0.0172 2.9432
C: -1.4504 0.8470 4.6554
O: -2.0416 0.0295 5.6947
C: -2.0835 0.5167 6.9161
F: -1.2665 1.5770 7.1513
F: -1.7376 -0.4379 7.8218
F: -3.3298 0.9271 7.2819
N: 0.4714 -0.4324 3.2845
C: 1.3185 0.1289 2.6619
O: 2.1681 0.6891 2.0381
C: -3.2043 0.6167 2.4590
O: -3.3116 1.0785 1.2969
O: -4.0921 0.5564 3.3413
O: -1.9179 -1.5216 3.5549
C: -2.3017 -2.3406 2.5196
P: -2.6556 -4.0840 3.0011
O: -2.6735 -4.3892 4.4515
H: -1.8593 -2.3168 0.3992
H: -0.9393 1.2334 2.3537
H: -1.9919 1.7864 4.5395
H: -0.4148 1.0650 4.9062
H: -3.2637 -1.9896 2.0960
H: -1.7240 -4.9105 2.3297
H: -3.9252 -4.3389 2.4329
C: 2.1903 1.6748 -1.5095
C: 1.3790 0.5678 -2.2038
C: 2.3140 -0.4918 -2.7909
C: 3.0616 -0.0190 -4.0377
C: 2.0787 0.4822 -5.0939
C: 1.1253 1.5579 -4.5670
N: 0.4967 1.1312 -3.2792
O: -0.5007 0.3435 -3.5170
C: 1.8815 2.8917 -4.4049
C: 0.0346 1.8216 -5.6013
C: 0.5419 -0.0480 -1.0888
H: 2.7771 1.2364 -0.7027
H: 2.8907 2.1966 -2.1591
H: 1.5219 2.4109 -1.0630
H: 1.7297 -1.3824 -3.0454
H: 3.0243 -0.7964 -2.0203
H: 3.7789 0.7645 -3.7761
H: 3.6477 -0.8446 -4.4506
H: 2.6210 0.8814 -5.9568
H: 1.4926 -0.3681 -5.4584
H: 1.3173 3.5835 -3.7787
H: 2.0169 3.3599 -5.3819
H: 2.8770 2.7780 -3.9833
H: -0.5031 0.9149 -5.8693
H: 0.4909 2.2206 -6.5094
H: -0.6874 2.5503 -5.2298
H: -0.1721 0.6617 -0.6730
H: 1.2066 -0.3506 -0.2807
H: -0.0081 -0.9307 -1.4106

Results
Total charge: -2
Electronic energy (eV): -66624.24212
Expectation value of S²: 0.75
Spin multiplicity: 2
E_HOMO (Eh): -0.038
LUMO energy (eV): 3.83

A structure of composition C16H25F4FeGeN2. Source: OMol25; level of theory: ωB97M-V/def2-TZVPD.

Atoms and positions in Å:
Fe: -0.5300 -0.8659 -0.6821
C: -2.7096 -1.3719 2.3620
C: -3.2755 -0.6352 1.1797
N: -2.4094 0.3854 0.6079
C: -2.2033 1.4923 1.5556
C: -0.7405 1.9223 1.5773
C: -2.9381 0.7861 -0.7130
C: -2.0662 1.6194 -1.5394
N: -0.7978 0.8995 -1.7467
C: 0.2227 1.5940 -2.2720
C: 1.5284 1.1405 -2.3774
F: 1.6934 -0.0996 -1.8559
C: 2.6092 1.7792 -2.9705
F: 3.7508 1.0887 -3.1268
C: 2.4876 3.0888 -3.4355
C: 1.2332 3.6469 -3.2800
F: 0.9961 4.9362 -3.6034
C: 0.1328 2.9265 -2.8214
F: -1.0923 3.5585 -2.9431
H: -3.2698 -2.2653 2.5274
H: -2.4826 -0.8622 3.3299
H: -1.6215 -1.6132 2.1367
H: -4.2643 -0.2568 1.4176
H: -3.4202 -1.4447 0.4618
H: -2.6013 1.1554 2.5563
H: -2.8724 2.3195 1.2910
H: -0.0771 1.1856 1.9817
H: -0.7364 2.8307 2.2351
H: -0.3526 2.1844 0.5651
H: -3.9784 1.2156 -0.6648
H: -3.0067 -0.2593 -1.2343
H: -1.9948 2.5502 -1.0295
H: -2.5520 1.8939 -2.4811
H: 3.2780 3.7243 -3.8528
C: 2.9712 -0.9470 0.7901
Ge: 1.8092 -2.6394 0.8919
C: 2.0298 -3.0855 2.7999
C: 2.9579 -4.0088 -0.0557
C: 0.0537 -2.3152 0.4081
H: 2.5761 -0.2717 0.0102
H: 4.0444 -1.0803 0.6900
H: 2.8251 -0.4103 1.7578
H: 2.9689 -2.8598 3.2669
H: 1.9104 -4.1871 2.8878
H: 1.2043 -2.5918 3.3416
H: 4.0295 -3.7394 -0.0647
H: 2.6522 -4.1219 -1.1056
H: 2.6884 -4.9922 0.3717
H: -0.6601 -2.9995 0.8547

Results
Total charge: -1
Electronic energy (eV): -121747.79226
Expectation value of S²: 6.02
Spin multiplicity: 5
E_HOMO (spin up / spin down) (Eh): -0.093 / -0.111
Energy above the lowest of the compared OMol25 structures with the same formula, charge and spin (eV): 0.128
LUMO energy (spin up / spin down) (eV): 3.00 / 2.98

A cluster of 2 separate species, C16H25F7IN4OS in total. Source: OMol25; level of theory: ωB97M-V/def2-TZVPD.

Atoms and positions in Å:
C: 2.3558 -2.8572 1.2475
C: 2.1390 -1.5800 2.0460
C: 0.8500 -1.4385 2.8600
I: -0.0289 -3.2969 3.5060
N: -0.1938 -0.5787 2.2792
C: -0.7212 -0.6308 1.1062
N: -0.3884 -1.6217 0.1444
C: 0.1804 -1.0631 -1.1077
C: 1.4821 -0.3131 -0.9234
C: 2.0731 0.0570 -2.2694
F: 1.2042 0.7198 -3.0638
F: 3.1827 0.8327 -2.0918
F: 2.4850 -1.0711 -2.9200
C: -1.7415 -2.0761 -0.2183
F: -2.0758 -3.2424 0.3823
C: -2.6986 -0.9292 0.2428
C: -3.8240 -0.5166 -0.6780
O: -5.0179 -1.0781 -0.1551
C: -6.1125 -0.2827 -0.2915
F: -6.2877 0.0961 -1.5708
F: -7.1863 -0.9689 0.1263
F: -5.9905 0.8423 0.4493
N: -1.7271 0.1317 0.6278
C: -2.2555 1.2974 1.3574
C: -2.0024 2.5877 0.5591
C: -1.1675 3.6123 1.3404
S: 0.5964 3.6109 0.9342
H: 1.4503 -3.2593 0.8174
H: 3.0684 -2.7090 0.4457
H: 2.7766 -3.6106 1.8996
H: 2.9334 -1.5325 2.7805
H: 2.2604 -0.6844 1.4491
H: 1.1116 -0.9592 3.7870
H: -0.5793 0.1103 2.9068
H: -0.5160 -0.4238 -1.6471
H: 0.3790 -1.9166 -1.7435
H: 1.3397 0.6093 -0.3698
H: 2.2193 -0.9515 -0.4604
H: -1.8512 -2.2017 -1.2878
H: -3.1215 -1.3409 1.1596
H: -3.6404 -0.8600 -1.6878
H: -3.8929 0.5663 -0.6680
H: -3.3097 1.1622 1.5553
H: -1.7815 1.4355 2.3245
H: -2.9281 3.0479 0.2353
H: -1.4407 2.3358 -0.3310
H: -1.4998 4.6083 1.0836
H: -1.2965 3.4975 2.4084
H: 0.9545 2.3919 1.3710
C: 6.2430 1.7680 -3.4280
C: 7.6851 1.8228 -3.2317
N: 8.8142 1.8655 -3.0714
H: 5.8109 2.7539 -3.2705
H: 6.0191 1.4389 -4.4403
H: 5.8028 1.0688 -2.7211

Results
Total charge: +1
Electronic energy (eV): -62957.00025
Spin multiplicity: 1
E_HOMO (Eh): -0.460
LUMO energy (eV): -4.07

An isolated molecule of C16H25N5O2. Source: OMol25; level of theory: ωB97M-V/def2-TZVPD.

Atoms and positions in Å:
C: 3.7827 3.4555 -1.5030
C: 3.1290 3.5913 -0.1061
C: 1.5953 3.6069 -0.0968
C: 0.9452 2.4453 -0.4157
H: -0.1518 2.8521 -0.6123
C: 1.1850 1.4533 0.7523
N: 0.5501 0.2472 0.5055
C: 0.6299 -0.7244 -0.7306
N: -0.3608 -1.5428 -0.9474
C: -1.3776 -1.1075 0.0256
C: -0.8296 -0.2316 0.6508
C: -1.6708 0.5448 1.5567
O: -1.5304 1.7064 2.4439
N: -2.9890 -0.1349 1.7844
C: -3.5038 -1.0518 0.9534
O: -4.4604 -1.5649 1.2945
N: -2.6023 -1.5511 0.2693
C: -2.9183 -2.7765 -0.5807
H: -2.9900 -2.6591 -1.7778
H: -3.9401 -3.1050 -0.3561
H: -2.3477 -3.6088 -0.5146
C: -3.7243 0.4339 2.7961
H: -4.8113 -0.1087 2.6918
H: -3.3416 0.3708 3.8507
H: -4.1397 1.5445 2.2502
N: 1.7290 -0.8961 -1.3164
C: 1.8309 -1.7119 -2.2838
H: 1.5667 -3.0005 -2.0454
C: 3.4159 -1.8088 -2.7686
H: 3.4335 -0.9848 -3.4466
C: 4.0313 -1.6441 -1.6338
C: 3.1069 -0.5190 -0.8950
H: 3.4041 0.3900 -0.9831
H: 3.1737 -0.6454 0.3184
H: 4.1865 -2.4277 -0.9687
H: 5.0383 -1.3448 -1.7532
H: 3.5087 -2.6839 -3.4749
H: 1.2428 -1.7524 -2.9354
H: 2.1894 1.1096 0.8932
H: 0.8040 1.6486 1.5757
H: 1.3818 1.9829 -1.1647
H: 1.6491 4.3762 -0.6711
H: 1.5487 4.0779 0.9228
H: 3.6638 2.9003 0.4970
H: 3.7586 4.5217 0.1617
H: 4.7282 3.4758 -1.5179
H: 3.3491 2.6664 -1.9656
H: 3.3732 4.4454 -2.0331

Results
Electronic energy (eV): -28527.39596
SMILES: CCCCCn1c(N2CCCC2)nc2c1c(=O)n(C)c(=O)n2C
Spin multiplicity: 1
E_HOMO (Eh): -0.296
Energy above the lowest of the compared OMol25 structures with the same formula, charge and spin (eV): 18.137
LUMO energy (eV): 0.53

A structure of composition C16H25N5O5Rh. Source: OMol25; level of theory: ωB97M-V/def2-TZVPD.

Atoms and positions in Å:
O: -4.2340 0.1995 2.4600
H: -5.0307 -0.0433 2.9723
Rh: 0.1056 -0.2188 -0.1740
N: 0.6823 1.2410 -1.2958
N: -0.9008 1.3613 0.6043
O: 1.4511 1.2416 -2.4658
O: -1.7007 1.4780 1.7347
C: 0.2546 2.4779 -1.0345
C: -0.5776 2.5553 0.1050
C: 0.6700 3.5814 -1.9243
C: -1.1066 3.8134 0.6918
H: 0.8793 3.2082 -2.9294
H: 1.5818 4.0707 -1.5480
H: -0.1180 4.3427 -1.9662
H: -1.3157 3.7044 1.7607
H: -2.0343 4.1161 0.1818
H: -0.3808 4.6266 0.5565
H: 1.9038 0.3722 -2.5294
H: -2.1684 0.6301 1.8747
O: 2.5127 1.2610 2.1716
H: 2.5315 1.9953 1.5393
H: 1.5791 0.9695 2.1466
C: -4.1872 -0.6542 1.3063
H: -3.6407 -1.5712 1.5751
H: -3.6680 -0.0966 0.5130
H: -5.1859 -0.9349 0.9262
O: -1.5468 -0.9703 -2.2953
H: -1.6513 -0.1979 -2.8882
H: -1.0398 -1.6106 -2.8332
C: 5.4569 -1.0976 -2.0222
C: 4.3050 -1.4000 -2.7513
C: 3.0563 -1.3794 -2.1330
C: 2.9887 -1.1223 -0.7556
C: 4.1403 -0.8232 -0.0114
C: 5.3748 -0.7915 -0.6583
N: 1.7404 -1.2901 -0.0850
N: 1.8475 -2.1690 0.9187
C: 0.6132 -2.6467 1.2511
C: 0.4377 -3.7953 2.0593
C: -0.7953 -4.4239 2.0228
C: -1.8133 -3.8873 1.2143
C: -1.6074 -2.7013 0.5106
N: -0.4451 -2.0357 0.6493
H: 6.4252 -1.1279 -2.5236
H: 4.3600 -1.6773 -3.8038
H: 2.1230 -1.6248 -2.6501
H: 4.0421 -0.5965 1.0492
H: 6.2812 -0.5536 -0.1031
H: 1.3163 -4.1568 2.5859
H: -0.9900 -5.3238 2.5988
H: -2.7897 -4.3552 1.1367
H: -2.3572 -2.2578 -0.1576

Results
Total charge: +1
Electronic energy (eV): -37680.88633
Expectation value of S²: 6.03
Spin multiplicity: 5
E_HOMO (spin up / spin down) (Eh): -0.362 / -0.419
Energy above the lowest of the compared OMol25 structures with the same formula, charge and spin (eV): 0.000
LUMO energy (spin up / spin down) (eV): -2.85 / -6.22

A structure of composition C16H25O5PSeV. Source: OMol25; level of theory: ωB97M-V/def2-TZVPD.

Atoms and positions in Å:
V: 0.3398 1.6295 -0.3109
O: -0.6664 5.5878 0.2724
C: -0.6610 4.3112 -0.0645
O: -0.3769 3.4192 0.7084
C: -1.0708 4.1073 -1.5013
O: -0.8697 2.7695 -1.9124
C: 0.0598 2.6888 -3.0215
C: 1.4912 3.0363 -2.5532
O: 2.2894 3.3864 -3.3989
O: 1.6570 2.9055 -1.2866
H: -0.3884 5.6747 1.1978
H: -0.5110 4.8073 -2.1234
H: -2.1326 4.3620 -1.5784
H: -0.2561 3.3502 -3.8281
H: 0.0153 1.6587 -3.3748
C: -1.8561 0.2941 2.2991
P: -1.6389 0.2557 0.4924
C: -3.2471 0.9013 -0.0994
C: -1.7935 -1.5245 0.1263
H: -2.7772 -0.2086 2.5994
H: -1.8715 1.3297 2.6400
H: -0.9947 -0.1903 2.7577
H: -4.0843 0.3364 0.3138
H: -3.2860 0.8537 -1.1881
H: -3.3479 1.9464 0.1984
H: -2.7420 -1.9133 0.5018
H: -0.9686 -2.0635 0.5936
H: -1.7397 -1.6917 -0.9502
C: 1.2173 -5.2810 -0.2299
C: 1.3439 -3.8430 0.1971
C: 1.4112 -3.4898 1.5382
C: 1.5602 -2.1695 1.9524
C: 1.6667 -1.8614 3.4191
C: 1.6218 -1.1471 0.9918
Se: 1.7884 0.6833 1.5497
C: 1.5607 -1.4928 -0.3664
C: 1.6145 -0.4420 -1.4394
C: 1.4287 -2.8248 -0.7414
H: 0.8788 -5.9083 0.5945
H: 2.1780 -5.6727 -0.5713
H: 0.5095 -5.3903 -1.0528
H: 1.3545 -4.2680 2.2928
H: 1.5747 -2.7687 4.0159
H: 0.9019 -1.1486 3.7329
H: 2.6260 -1.3903 3.6415
H: 0.6039 0.0026 -1.6052
H: 1.8524 -0.8726 -2.4122
H: 2.3474 0.3370 -1.2186
H: 1.3871 -3.0716 -1.7985

Results
Electronic energy (eV): -127560.32786
Expectation value of S²: 3.76
Spin multiplicity: 4
E_HOMO (spin up / spin down) (Eh): -0.245 / -0.258
Energy above the lowest of the compared OMol25 structures with the same formula, charge and spin (eV): 0.044
LUMO energy (spin up / spin down) (eV): 0.06 / 0.05